DFT (ωB97M-V/def2-TZVPD) results for a molecular structure, C92H131As2F30N11O12.

The gap between HOMO and LUMO is 7.67 eV. The total charge is 0. The value obtained for the calculated total energy is -341693.2899 eV. Its max |F| is 5.99 eV Å⁻¹.

Each line ends with the Mulliken charge.
Geometry (Å):
C1 2.381 -0.935 -1.822  -0.5834
C2 2.086 -0.443 -0.397  0.6393
C3 0.782 0.485 -0.375  0.4485
N1 -0.261 0.210 0.751  1.1786
C4 -1.414 1.203 0.474  0.0574
C5 -2.300 1.547 1.703  0.5134
C6 -1.544 1.699 3.058  0.7234
C7 -0.504 0.606 3.379  0.9297
C8 0.476 0.461 2.122  -1.0022
C9 -0.782 -1.258 0.714  0.5991
H1 3.238 -1.608 -1.814  0.2814
H2 2.613 -0.121 -2.510  -0.1374
H3 1.615 -1.611 -2.203  0.2797
H4 2.927 0.164 -0.064  0.1124
H5 1.791 -1.276 0.241  -0.6090
H6 0.266 0.176 -1.284  -0.6202
H7 1.090 1.516 -0.549  0.2929
H8 -0.992 2.129 0.083  -0.2055
H9 -1.926 0.758 -0.379  0.1436
H10 -2.881 2.464 1.607  -0.8008
H11 -2.961 0.681 1.735  0.0262
H12 -1.157 2.699 3.252  -0.8966
H13 -2.343 1.710 3.800  0.4846
H14 0.056 0.854 4.281  -0.2443
H15 -0.944 -0.352 3.656  -0.8670
H16 1.055 1.376 1.996  0.2963
H17 1.173 -0.376 2.159  0.5810
H18 -1.146 -1.479 -0.290  -0.7944
H19 -1.547 -1.477 1.458  0.0605
H20 0.080 -1.889 0.930  0.2786
C10 2.266 6.786 -5.108  -0.8631
C11 1.377 7.583 -4.133  -0.9309
C12 0.001 7.053 -3.687  0.7708
C13 -0.994 6.960 -4.896  -1.0221
N2 -2.377 6.263 -4.541  0.9615
C14 -2.180 4.878 -3.893  -0.3742
C15 -2.902 3.831 -4.754  1.2210
C16 -3.786 4.575 -5.811  -0.5422
C17 -3.059 5.984 -5.893  -0.9174
C18 -3.270 7.251 -3.743  -1.0151
C19 -4.742 6.871 -3.502  0.5573
C20 -5.504 8.006 -2.781  -1.5919
H21 1.786 6.507 -6.046  0.2647
H22 2.441 5.859 -4.561  0.0041
H23 3.270 7.038 -5.450  0.4203
H24 1.156 8.567 -4.549  0.4101
H25 2.033 7.791 -3.287  0.4403
H26 -0.443 7.552 -2.826  0.4032
H27 0.253 6.067 -3.296  -0.4706
H28 -0.579 6.340 -5.690  0.5223
H29 -1.224 7.948 -5.295  0.3383
H30 -2.697 4.878 -2.934  0.0463
H31 -1.154 4.673 -3.586  -0.3934
H32 -3.319 3.102 -4.058  -0.7861
H33 -2.134 3.255 -5.271  0.0886
H34 -4.775 4.740 -5.382  0.0352
H35 -3.959 4.101 -6.777  0.4225
H36 -3.677 6.849 -6.134  0.4068
H37 -2.283 6.020 -6.657  0.4918
H38 -3.215 8.213 -4.255  0.5834
H39 -2.689 7.270 -2.821  0.3065
H40 -4.770 5.987 -2.864  -0.1435
H41 -5.179 6.666 -4.479  0.2647
H42 -6.573 7.841 -2.645  0.4067
H43 -5.371 8.927 -3.348  0.4002
H44 -5.110 8.268 -1.799  0.3450
As1 -0.818 5.631 0.616  2.0209
F1 -1.370 6.859 -0.592  -0.5166
F2 -0.633 4.419 -0.633  -0.4613
F3 -0.398 4.404 1.826  -0.5691
F4 -0.908 6.801 1.898  -0.4943
F5 -2.561 5.204 0.834  -0.4653
F6 0.889 6.088 0.466  -0.5187
As2 -1.237 0.172 -4.119  1.7855
F7 -0.977 0.961 -5.693  -0.5379
F8 -3.027 0.181 -4.193  -0.4740
F9 -1.337 -0.620 -2.494  -0.6335
F10 0.591 0.036 -4.141  -0.6705
F11 -1.175 1.761 -3.286  0.0202
F12 -1.293 -1.422 -4.884  -0.5297
N3 -1.188 -7.943 -5.449  0.0858
C21 -0.849 -6.632 -5.264  -1.2782
C22 -0.729 -6.392 -3.932  0.5429
C23 -1.012 -7.573 -3.297  -0.7053
C24 -1.200 -8.563 -4.228  -0.5136
H45 -1.365 -8.421 -6.321  0.1705
H46 -0.804 -6.059 -6.179  0.4482
H47 -0.384 -5.493 -3.442  0.6050
H48 -0.959 -7.604 -2.218  0.2640
H49 -1.309 -9.635 -4.154  0.4190
N4 -3.906 1.494 -1.885  2.5214
C25 -3.675 2.695 -1.294  0.3436
C26 -4.706 3.078 -0.474  -1.0487
C27 -5.560 1.900 -0.344  -0.6606
C28 -5.055 0.984 -1.226  -1.5446
H50 -3.392 1.053 -2.635  -0.9701
H51 -2.787 3.272 -1.505  -0.2411
H52 -4.764 3.981 0.116  0.6836
H53 -6.311 1.743 0.415  0.5027
H54 -5.368 -0.014 -1.492  0.3970
N5 2.103 -8.225 -3.237  0.1362
C29 2.793 -7.152 -2.708  -0.2248
C30 4.059 -7.696 -2.403  -0.5066
C31 4.085 -9.086 -2.669  -1.0747
C32 2.848 -9.341 -3.202  -0.5000
H55 1.143 -8.234 -3.550  0.3249
H56 2.312 -6.208 -2.497  0.4934
H57 4.921 -7.122 -2.098  0.4856
H58 4.835 -9.836 -2.465  0.4210
H59 2.438 -10.246 -3.625  0.3813
N6 -6.274 2.330 -3.547  -0.0234
C33 -7.135 3.313 -3.905  -0.6703
C34 -7.546 2.967 -5.190  -0.6827
C35 -6.994 1.717 -5.453  -0.9357
C36 -6.092 1.452 -4.545  -0.2914
H60 -5.782 2.329 -2.665  0.6330
H61 -7.412 4.120 -3.243  0.5232
H62 -8.178 3.592 -5.803  0.4126
H63 -7.234 1.170 -6.353  0.4323
H64 -5.396 0.632 -4.451  0.4548
N7 1.445 3.752 -2.517  1.3958
C37 1.711 3.047 -3.668  -0.8694
C38 2.990 2.578 -3.596  -1.1331
C39 3.486 3.097 -2.392  -0.7832
C40 2.500 3.676 -1.675  -0.5808
H65 0.551 4.116 -2.219  -0.5938
H66 1.024 2.677 -4.415  0.3843
H67 3.674 2.007 -4.206  0.7119
H68 4.485 2.940 -2.013  0.4857
H69 2.361 4.117 -0.699  0.6392
N8 -2.653 -3.699 6.773  -0.1168
C41 -2.296 -3.216 8.024  -0.4887
C42 -1.277 -4.085 8.461  -0.7408
C43 -1.052 -5.077 7.439  -0.5849
C44 -1.932 -4.835 6.435  -0.6992
H70 -3.269 -3.179 6.164  1.1438
H71 -2.777 -2.372 8.497  0.3992
H72 -0.760 -3.982 9.404  0.4118
H73 -0.309 -5.853 7.547  0.4588
H74 -2.041 -5.228 5.436  0.5387
N9 2.543 -2.021 -5.074  0.6846
C45 2.910 -1.965 -6.407  -0.6901
C46 3.698 -3.067 -6.709  -0.9873
C47 3.872 -3.840 -5.533  -0.6377
C48 3.194 -3.105 -4.534  -0.0555
H75 1.950 -1.379 -4.568  -0.0278
H76 2.638 -1.160 -7.073  0.5020
H77 4.202 -3.291 -7.638  0.6057
H78 4.464 -4.709 -5.287  0.5370
H79 3.137 -3.260 -3.467  0.1780
N10 0.561 -6.473 -0.201  0.5149
C49 0.364 -5.361 -0.938  -1.8840
C50 -0.880 -4.814 -0.620  0.7297
C51 -1.439 -5.584 0.428  -0.2195
C52 -0.487 -6.638 0.668  -1.3925
H80 1.379 -7.065 -0.225  0.1808
H81 1.134 -4.889 -1.530  0.4502
H82 -1.339 -3.913 -1.000  0.4711
H83 -2.389 -5.476 0.931  0.5741
H84 -0.572 -7.381 1.447  0.4392
N11 -5.166 -2.498 5.131  0.1732
C53 -4.721 -1.403 5.725  -1.1289
C54 -3.503 -1.112 5.205  0.3073
C55 -3.185 -1.994 4.119  1.3579
C56 -4.271 -2.880 4.169  -2.1717
H85 -6.036 -2.962 5.352  0.2434
H86 -5.327 -0.878 6.449  0.5463
H87 -2.783 -0.384 5.547  0.3214
H88 -2.336 -1.932 3.454  -0.4071
H89 -4.487 -3.700 3.500  0.4703
C57 -4.500 4.198 3.129  0.3112
C58 -5.173 5.418 2.936  -0.6729
C59 -6.565 5.431 3.112  -0.4578
C60 -7.299 4.313 3.424  -0.5478
C61 -6.617 3.090 3.453  -0.7382
C62 -5.290 3.050 3.245  0.0313
H90 -3.459 3.980 2.942  -0.0256
H91 -4.663 6.337 2.684  0.4784
H92 -7.192 6.302 2.992  0.3570
H93 -8.363 4.334 3.605  0.4213
H94 -7.191 2.185 3.591  0.4748
H95 -4.779 2.098 3.258  0.5028
C63 5.000 4.015 1.391  -0.4526
C64 5.939 4.679 2.108  -0.5196
C65 6.176 4.416 3.449  -0.5442
C66 5.449 3.325 4.036  -0.5648
C67 4.366 2.764 3.351  0.2094
C68 4.310 2.935 1.972  -0.0065
H96 4.860 4.344 0.372  0.3152
H97 6.502 5.481 1.654  0.3677
H98 6.795 5.081 4.034  0.3921
H99 5.596 3.212 5.101  0.3607
H100 3.698 2.062 3.827  0.1737
H101 3.478 2.521 1.421  0.2104
C69 -0.174 4.583 5.438  -0.9951
C70 -0.098 3.352 6.378  0.6796
O1 -1.431 3.287 6.936  -0.3076
C71 -1.846 2.062 7.444  0.5070
O2 -1.201 1.031 7.547  -0.4881
C72 -3.255 2.105 7.954  0.7363
F13 -3.847 0.904 7.770  -0.1523
F14 -3.154 2.388 9.260  -0.2759
F15 -3.994 3.029 7.456  -0.2514
H102 -0.879 4.289 4.661  -0.0929
H103 0.773 4.761 4.929  0.3625
H104 -0.422 5.460 6.036  0.4385
H105 0.693 3.355 7.127  0.3698
H106 0.076 2.447 5.797  -0.4460
C73 -4.421 -4.086 -4.392  -1.4995
C74 -3.967 -3.166 -3.286  1.4275
O3 -4.924 -3.309 -2.253  -0.3681
C75 -4.655 -3.037 -0.953  0.2327
O4 -3.523 -2.624 -0.561  -0.1805
C76 -5.756 -3.378 0.057  0.7470
F16 -5.302 -4.145 1.099  -0.2080
F17 -6.150 -2.260 0.642  -0.2339
F18 -6.748 -3.879 -0.566  -0.2480
H107 -5.508 -4.168 -4.386  0.3940
H108 -4.039 -5.107 -4.392  0.2584
H109 -4.121 -3.636 -5.337  0.3994
H110 -3.994 -2.143 -3.662  -0.5244
H111 -2.924 -3.345 -3.024  -0.1425
C77 5.093 -3.817 4.771  -1.2305
C78 4.345 -4.682 3.845  0.4611
O5 2.917 -4.776 4.104  -0.3271
C79 2.161 -3.838 3.553  0.0956
O6 2.549 -2.930 2.835  -0.3815
C80 0.707 -3.926 4.006  0.7905
F19 0.264 -5.190 3.867  -0.2666
F20 0.544 -3.645 5.274  -0.1668
F21 -0.157 -3.173 3.390  -0.0824
H112 4.788 -3.899 5.814  0.3156
H113 4.966 -2.814 4.363  0.2302
H114 6.163 -4.016 4.711  0.4682
H115 4.651 -5.723 3.947  0.4044
H116 4.444 -4.383 2.801  -0.3270
C81 1.318 1.157 9.506  -0.4817
C82 2.797 1.281 9.326  -0.3996
O7 3.200 0.521 8.194  -0.2802
C83 3.178 1.076 6.924  0.4021
O8 3.149 2.322 6.660  -0.5818
C84 3.350 -0.051 5.829  1.0068
F22 3.599 -1.309 6.332  -0.2629
F23 2.259 -0.211 5.077  -0.2706
F24 4.271 0.277 5.017  -0.2428
H117 0.741 1.581 8.684  -0.2188
H118 1.148 1.884 10.299  0.4082
H119 0.976 0.181 9.852  0.3290
H120 3.341 0.884 10.182  0.3173
H121 3.237 2.266 9.166  0.3133
C85 9.411 -4.771 1.507  -1.0036
C86 7.988 -5.463 1.264  -0.3895
O9 7.002 -4.563 0.789  -0.2292
C87 5.712 -5.013 0.435  -0.1923
O10 5.224 -6.137 0.631  -0.5907
C88 4.980 -4.014 -0.481  1.2761
F25 5.809 -3.085 -0.924  -0.1577
F26 4.337 -4.669 -1.420  -0.0609
F27 3.933 -3.444 0.222  -0.1607
H122 9.767 -4.269 0.606  0.2282
H123 10.037 -5.616 1.793  0.3743
H124 9.299 -4.055 2.321  0.2792
H125 7.502 -5.794 2.183  0.3181
H126 8.095 -6.403 0.722  0.3693
C89 6.457 -1.519 -6.694  -1.3045
C90 6.438 -1.105 -5.270  0.5365
O11 7.591 -1.549 -4.578  -0.3408
C91 7.559 -2.774 -3.997  0.4399
O12 6.668 -3.609 -4.171  -0.4869
C92 8.754 -3.006 -3.074  0.7957
F28 8.332 -2.743 -1.811  -0.2451
F29 9.240 -4.240 -3.164  -0.2363
F30 9.721 -2.146 -3.206  -0.2617
H127 7.340 -1.139 -7.208  0.4818
H128 5.664 -0.858 -7.047  0.3790
H129 6.442 -2.578 -6.952  0.2325
H130 5.466 -1.361 -4.847  -0.2922
H131 6.504 -0.047 -5.016  0.3497